ORCA calculation (ωB97M-V with the def2-TZVPD basis set) on a cluster of 2 separate species, C4H12S3 in total.

```
! wB97M-V def2-TZVPD RIJCOSX def2/J DEFGRID3
* xyz 0 1
C -2.140 1.776 -3.378
S -1.664 1.191 -1.737
S -1.884 -0.827 -1.919
C -0.302 -1.320 -2.638
H -2.088 2.877 -3.363
H -3.171 1.475 -3.629
H -1.462 1.402 -4.164
H -0.144 -0.876 -3.635
H 0.542 -1.035 -1.988
H -0.313 -2.418 -2.740
C 0.680 -0.068 3.856
C 1.791 -0.813 3.128
S 3.025 0.284 2.366
H 1.104 0.586 4.636
H -0.009 -0.784 4.333
H 0.107 0.554 3.148
H 2.378 -1.429 3.837
H 1.380 -1.489 2.354
H 2.170 0.913 1.532
*
```

Values from the calculation:
Energy relative to the best compared isomer or geometry (same formula, charge and spin), kJ/mol: 4.7
Strongest force on any atom, eV/A: 0.7
HOMO-LUMO gap, eV: 9.66
Structure (SMILES): CSSC.CCS
Highest occupied orbital energy, Ha: -0.3301